(1)
{"formula": "C7H10N2O", "method": "ωB97M-V/def2-TZVPD", "elements": ["O", "H", "C", "H", "C", "H", "H", "H", "H", "H", "H", "C", "N", "H", "C", "C", "C", "C", "N", "H"], "xyz": [[0.980, -1.322, -0.755], [-2.257, 0.632, -2.356], [0.477, 1.445, 1.052], [-0.559, -3.664, -0.167], [1.241, -0.085, -0.245], [-0.140, 2.206, -1.997], [2.038, 0.401, -0.723], [1.098, 2.437, 1.190], [2.267, 0.496, 1.689], [-0.382, -2.493, 1.076], [-0.347, 1.530, 1.794], [0.042, 0.872, -0.317], [-0.820, -2.688, 0.098], [-1.954, -0.083, 0.531], [1.349, 0.251, 1.251], [-1.293, 0.038, -0.264], [-0.552, 1.516, -1.434], [-1.657, 0.763, -1.492], [-0.453, -1.728, -0.766], [0.922, -0.523, 1.832]], "total_charge": 0, "homo_lumo_gap_ev": [9.05, 9.05], "e_tot_ha": -457.2048, "largest_force_ev_per_a": 4.87, "e_homo_ev": [-8.3, -8.3], "lumo_energy_ev": [0.80, 0.80], "relative_energy_ev": 8.271}

(2)
{"formula": "CN3O3", "method": "ωB97M-V/def2-TZVPD", "elements": ["C", "N", "O", "O", "N", "N", "O"], "xyz": [[-1.234, 1.316, -1.899], [0.761, -1.032, 1.527], [2.003, -1.279, 1.969], [-0.238, -1.627, 1.876], [-1.160, 1.948, -2.906], [1.127, -0.081, 0.896], [-1.045, 0.532, -0.987]], "total_charge": -1, "homo_lumo_gap_ev": [4.71, 4.71], "e_tot_ha": -427.9130, "largest_force_ev_per_a": 4.00, "e_homo_ev": [-3.8, -3.8], "lumo_energy_ev": [0.89, 0.89], "relative_energy_ev": 1.924}

(3)
{"formula": "C2HO2P", "method": "ωB97M-V/def2-TZVPD", "elements": ["H", "C", "O", "O", "C", "P"], "xyz": [[-0.342, 1.395, -0.993], [-0.258, 0.520, -0.388], [0.495, 0.346, 1.887], [-0.147, -0.826, -0.996], [0.112, 0.717, 0.832], [0.141, -2.152, -0.341]], "multiplicity": 3, "total_charge": 0, "homo_lumo_gap_ev": [6.61, 8.41], "e_tot_ha": -568.4872, "largest_force_ev_per_a": 6.51, "e_homo_ev": [-7.6, -9.7], "lumo_energy_ev": [-0.94, -1.29], "relative_energy_ev": 0.444}

(4)
{"formula": "C4H8NOS", "method": "ωB97M-V/def2-TZVPD", "elements": ["C", "C", "H", "C", "H", "H", "H", "H", "O", "H", "C", "S", "H", "N", "H"], "xyz": [[-0.915, -0.763, 0.348], [0.166, 1.802, -0.391], [-1.848, -0.882, 2.366], [-1.015, -1.008, 1.662], [-1.706, -0.334, -0.203], [-0.829, 2.124, -0.615], [1.912, 1.018, -0.626], [0.724, 2.282, 0.482], [-0.067, -1.765, 2.217], [1.520, -0.353, -2.494], [0.675, -0.136, -1.830], [0.371, -1.419, -0.607], [0.342, -1.615, 3.031], [1.008, 1.016, -0.969], [-0.339, 0.035, -2.371]], "multiplicity": 3, "total_charge": 1, "homo_lumo_gap_ev": [6.52, 7.33], "e_tot_ha": -684.9581, "largest_force_ev_per_a": 5.95, "e_homo_ev": [-10.0, -14.9], "lumo_energy_ev": [-3.49, -7.60], "relative_energy_ev": 0.890}